17
Properties=species:S:1:pos:R:3:forces:R:3 method="wB97M-V/def2-TZVPD" total_charge=0 energy_ev=-11819.7454 homo_energy_ha="-0.2924 / -0.2824" multiplicity=1
C -1.284 -1.448 1.338 -0.089 -0.043 -0.093
H -0.982 -2.481 1.525 0.014 0.031 0.003
H 0.525 -0.444 2.942 0.080 0.073 -0.115
H 1.523 0.330 1.710 0.036 -0.015 0.147
H -0.858 0.825 -1.714 0.975 2.494 0.020
N 1.793 0.548 -1.686 -0.762 0.643 0.030
H -1.779 -1.073 2.235 0.044 0.013 0.006
N 0.757 -0.273 1.978 -0.528 -0.234 -0.636
H 1.167 0.373 -2.470 0.097 0.012 0.023
H -1.356 2.490 -1.606 0.132 0.010 -0.134
H -1.981 -1.439 0.501 0.069 0.013 0.060
O -0.720 -0.406 -1.295 0.427 -1.235 0.295
C -0.097 -0.619 0.998 0.292 -0.016 0.888
O -0.541 2.012 -1.801 -1.185 -2.043 -0.077
N 1.218 0.570 -0.494 1.282 -1.980 0.583
C 0.163 -0.265 -0.342 -0.752 2.251 -0.989
H 2.452 1.300 -1.821 -0.130 0.027 -0.010


17
Properties=species:S:1:pos:R:3:forces:R:3 method="wB97M-V/def2-TZVPD" total_charge=0 energy_ev=-11820.0117 homo_energy_ha=-0.3110 multiplicity=1
H 2.828 -1.444 0.317 -0.141 0.151 0.060
C 1.830 -1.291 -0.114 -0.343 -0.170 -0.177
H -2.743 -0.105 -1.726 -0.115 0.077 0.205
H 1.863 -1.553 -1.170 -0.117 0.069 0.087
O -0.268 -0.297 -1.472 -0.987 -0.739 0.244
H -2.982 0.459 -0.060 -0.170 -0.182 -0.342
H 1.538 0.470 1.129 0.392 0.008 -0.080
H 1.121 -1.942 0.396 0.075 -0.001 -0.057
H 1.749 0.808 -1.629 -0.150 -0.043 0.098
C -1.093 -0.034 -0.556 0.859 1.919 -1.443
H -1.261 1.859 1.664 -0.096 -0.096 -0.075
N -1.521 0.879 1.560 0.911 -0.203 -0.025
H -1.404 0.444 2.470 -0.061 0.063 -0.059
C 1.441 0.134 0.106 0.056 0.911 1.613
O 1.900 1.089 -0.711 -0.836 -0.550 0.091
N -2.394 0.277 -0.863 0.210 -0.481 0.481
N -0.603 0.247 0.660 0.513 -0.733 -0.621


17
Properties=species:S:1:pos:R:3:forces:R:3 method="wB97M-V/def2-TZVPD" total_charge=0 energy_ev=-11814.1745 homo_energy_ha=-0.3020 multiplicity=1
O 2.701 -0.984 -0.011 -2.335 0.079 0.449
C 0.518 0.280 -0.442 4.558 0.485 1.725
H -1.092 -2.221 0.194 0.230 3.048 0.675
C -1.328 -1.058 0.414 -1.333 -0.629 1.646
N -0.896 -0.047 -0.544 0.603 2.370 0.216
H 2.445 -1.436 0.829 0.858 0.444 -0.727
C -1.829 1.132 -0.242 0.577 1.750 2.352
O 2.355 1.648 0.130 6.360 -1.696 -0.451
H -1.307 2.311 -0.353 -1.657 -3.890 -0.569
H -1.932 1.152 1.028 -0.071 -0.108 -3.408
H -2.519 -1.030 0.256 2.601 -0.123 1.097
N 1.336 -0.894 -0.541 -0.889 -2.852 -3.028
H 1.285 -1.362 -1.512 0.545 0.927 2.201
N 1.161 1.340 -0.048 -10.407 -0.095 -0.536
H -2.893 0.863 -0.720 2.595 1.171 1.003
H 2.937 0.813 -0.027 -0.771 1.591 0.403
H -0.941 -0.507 1.589 -1.464 -2.471 -3.048


17
Properties=species:S:1:pos:R:3:forces:R:3 method="wB97M-V/def2-TZVPD" total_charge=0 energy_ev=-11822.9438 homo_energy_ha=-0.3392 multiplicity=1
H 1.719 0.668 -3.056 0.404 -0.041 -0.682
C -1.627 0.665 2.173 -2.061 -1.456 0.906
H -2.701 0.642 1.806 1.393 0.231 -0.419
H 0.475 -3.051 0.758 -0.308 -0.284 0.678
O 0.914 -0.592 -1.303 -0.865 2.450 0.020
H 0.502 -1.534 -0.190 0.195 0.018 0.150
H -1.264 1.653 2.258 0.025 1.109 0.365
H -1.027 -1.776 2.454 1.031 0.054 -1.160
H -1.773 0.166 3.141 0.443 0.449 0.205
N 0.202 -2.094 0.690 -0.211 1.566 -0.265
H 1.008 2.191 -2.714 0.211 1.156 -0.127
N 0.989 1.212 -2.659 -0.583 -1.183 0.618
C -0.470 -1.354 1.555 -0.992 -0.634 0.758
O 0.135 1.484 -0.569 0.257 -1.440 -0.652
C 0.631 0.687 -1.437 0.602 -1.165 0.876
H -0.240 0.548 0.633 0.022 -0.507 -0.252
N -0.663 -0.065 1.418 0.436 -0.327 -1.019


18
Properties=species:S:1:pos:R:3:forces:R:3 method="wB97M-V/def2-TZVPD" total_charge=0 energy_ev=-13858.7535 homo_energy_ha=-0.3545 multiplicity=1
O 1.688 -1.715 -2.092 -4.132 1.283 4.667
H -1.621 0.608 -1.048 -1.226 -1.583 1.747
C -0.056 0.156 1.584 2.169 -0.848 2.845
O -1.048 2.057 1.629 3.357 4.944 -4.238
H -2.656 0.405 0.735 2.225 -2.206 -3.361
H 0.673 -0.630 1.946 -0.145 1.127 -0.490
H -0.681 0.418 2.711 1.084 -1.556 -3.902
O 0.757 0.439 -1.027 1.079 -0.078 -1.659
N 0.786 -1.838 -1.106 0.921 -0.947 -1.447
H 1.474 2.010 1.916 -3.082 -0.967 -0.542
N -0.667 -0.565 0.430 -1.306 -1.015 0.841
H -2.452 -1.147 -0.770 1.423 2.383 1.762
C 0.489 1.605 1.320 -1.326 0.707 -0.988
H 0.695 1.991 0.186 -0.705 -1.361 3.180
C -1.902 -0.206 -0.216 -3.887 2.628 0.447
H -1.043 2.804 0.818 -0.853 -2.499 3.478
N 0.117 -0.772 -0.630 6.255 0.299 -3.120
H 1.601 0.188 -1.553 -1.853 -0.309 0.779


21
Properties=species:S:1:pos:R:3:forces:R:3 method="wB97M-V/def2-TZVPD" total_charge=0 smiles="C[N+](=O)[O-].C[N+](=O)[O-].C[N+](=O)[O-]" energy_ev=-20003.2664 homo_energy_ha=-0.3846 multiplicity=1
H 0.922 -2.192 -0.368 -0.160 0.163 0.107
H -0.090 2.496 2.340 0.268 0.093 -0.086
O 2.778 1.196 2.769 -2.877 0.183 -1.003
H -0.559 -1.229 0.008 0.169 -0.161 0.327
C -0.021 -2.162 0.178 0.693 -0.758 -0.651
N 1.583 1.286 2.396 1.883 -0.855 -0.498
N -0.883 -0.197 -3.120 -0.116 0.775 0.605
H 1.144 3.172 3.447 0.458 -0.559 -0.044
C 0.696 2.258 3.057 -1.248 0.043 0.010
O 0.136 -0.070 -2.471 0.244 -0.075 -0.505
O -1.722 -1.030 -2.927 -0.581 -1.393 0.052
H -0.427 1.282 -4.560 0.039 -0.162 0.157
N 0.242 -2.375 1.614 -0.229 0.920 1.658
H -0.642 -3.022 -0.072 -0.036 0.273 -0.307
H -2.073 0.611 -4.722 0.011 -0.139 0.536
O -0.776 -2.528 2.271 0.006 -0.202 0.008
O 1.351 -2.313 2.123 -0.403 -0.250 -1.109
H 0.180 1.665 3.813 0.245 0.217 0.344
O 1.031 0.595 1.528 1.231 0.903 1.224
H -1.576 1.655 -3.284 -0.385 0.160 -0.402
C -1.293 0.900 -4.018 0.788 0.822 -0.424